--- P ---
An isolated molecule of C3H7OP. Source: OMol25; level of theory: wB97M-V/def2-TZVPD.

The geometry in XYZ format:
```
12
Properties=species:S:1:pos:R:3:lowdin_charge:R:1
C 0.85246 1.63302 0.33042 -0.065
C 0.22639 0.79127 1.15023 -0.308
P -0.34678 -0.76351 0.24915 0.834
C -1.40757 -0.70378 -1.18764 -0.470
O -0.92684 -1.82948 -1.98663 -0.238
H 1.07972 2.66361 0.58882 0.069
H 0.86150 1.43601 -0.65661 0.004
H 0.23602 0.96276 2.20062 0.044
H 0.90909 -0.90710 -0.45764 0.016
H -0.06838 -1.97103 1.17942 0.001
H -2.48097 -0.81797 -0.78120 0.030
H -1.84849 -2.04624 -2.29816 0.083
```

Output
SMILES = C=C[PH2]=CO
Orbital gap = 7.54 eV

--- Q ---
A structure of composition C3H7OP. Source: OMol25; level of theory: wB97M-V/def2-TZVPD.

The geometry in XYZ format:
```
12
Properties=species:S:1:pos:R:3:lowdin_charge:R:1
C 1.04602 0.63821 0.29652 -0.490
C 1.77439 -0.61154 0.20952 -0.091
C -1.94149 0.46020 -0.59535 -0.426
O 1.47586 1.74095 0.19065 0.047
P -1.11986 0.25569 1.02267 0.802
H 2.60294 -0.57188 -0.43694 0.067
H 2.24291 -0.60258 1.13142 0.069
H 1.06014 -1.46258 -0.10975 0.105
H -1.36836 1.11059 -1.18319 -0.008
H -2.92587 0.82126 -0.44963 -0.006
H -1.86780 -0.62745 -1.01651 0.061
H -0.97887 -1.15088 0.94059 -0.131
```

Output
Orbital gap = 9.05 eV

Q comes first in stability; the runner-up is 287.9 kJ/mol higher.

--- P ---
A cluster of 2 separate species, C2H11N3 in total. Source: OMol25; level of theory: wB97M-V/def2-TZVPD.

The geometry in XYZ format:
```
16
Properties=species:S:1:pos:R:3:lowdin_charge:R:1
N 1.45085 -0.31771 1.41651 -0.026
C 1.10501 0.77070 0.54203 -0.412
N -0.07907 1.56686 0.84048 -0.009
H 1.39666 -0.04030 2.39213 0.059
H 0.75657 -1.11499 1.18062 0.066
H 1.95979 1.44489 0.43184 0.108
H 0.88002 0.26417 -0.42302 0.071
H 0.07600 2.17295 1.63724 0.058
H -0.86637 0.96527 1.06024 0.058
C -0.98538 -1.28556 -1.05361 -0.233
N -1.17322 -0.09254 -1.83197 -0.055
H -1.85756 -1.42083 -0.41631 0.062
H -0.96393 -2.14335 -1.72506 0.067
H -0.10774 -1.49337 -0.22619 0.079
H -0.47414 -0.02024 -2.56834 0.069
H -1.11749 0.74405 -1.25659 0.038
```

Output
SMILES = NCN.CN
Orbital gap = 10.21 eV

--- Q ---
A cluster of 2 separate species, C2H11N3 in total. Source: OMol25; level of theory: wB97M-V/def2-TZVPD.

The geometry in XYZ format:
```
16
Properties=species:S:1:pos:R:3:lowdin_charge:R:1
N 1.90329 -0.98662 0.25518 -0.038
C 1.15801 0.31134 0.52565 -0.351
N 1.96823 1.11807 1.48794 -0.014
H 2.78426 -0.96648 0.73967 0.026
H 1.99057 -1.23131 -0.80178 0.100
H 0.18579 -0.05298 0.79276 0.052
H 1.00635 0.82066 -0.43355 0.088
H 1.60092 2.10927 1.51487 0.087
H 2.94835 1.09244 1.38909 0.028
C -1.91769 0.13933 -0.94550 -0.233
N -2.67963 -1.00798 -0.66144 -0.080
H -1.91086 1.09431 -0.25850 0.098
H -0.91407 -0.39197 -0.59861 0.064
H -1.83516 0.37448 -2.02057 0.077
H -3.43394 -1.24809 -1.26433 0.053
H -2.85441 -1.17446 0.27914 0.043
```

Output
SMILES = NCN.CN
Orbital gap = 9.51 eV

P comes first in stability; the runner-up is 119.2 kJ/mol higher.

--- P ---
A structure of composition CH2FNO. Source: OMol25; level of theory: wB97M-V/def2-TZVPD.

The geometry in XYZ format:
```
6
Properties=species:S:1:pos:R:3:lowdin_charge:R:1
C 0.08284 0.00382 0.53228 -0.234
N -0.72293 -0.37786 -0.49894 0.067
O -0.63009 0.98383 -0.00976 0.026
F 1.67411 0.04642 -0.11869 -0.218
H 0.01954 -0.11629 1.64752 0.175
H -0.42347 -0.53992 -1.55241 0.184
```

Output
Orbital gap = 11.63 eV

--- Q ---
An isolated molecule of CH2FNO. Source: OMol25; level of theory: wB97M-V/def2-TZVPD.

The geometry in XYZ format:
```
6
Properties=species:S:1:pos:R:3:lowdin_charge:R:1
N -0.31825 -0.23821 0.06624 0.091
C -1.03366 -0.31470 1.48685 -0.471
O -0.93254 -1.26704 2.18476 0.125
F -1.83173 0.74366 1.84096 0.072
H 0.44382 -0.95966 0.19247 0.098
H -0.13388 0.79403 -0.03110 0.085
```

Output
SMILES = NC(=O)F
Orbital gap = 11.85 eV

Q comes first in stability; the runner-up is 397.4 kJ/mol higher.

--- P ---
A structure of composition C2H2O4. Source: OMol25; level of theory: wB97M-V/def2-TZVPD.

The geometry in XYZ format:
```
8
Properties=species:S:1:pos:R:3:lowdin_charge:R:1
C 1.96131 -1.21154 -1.50988 0.183
C 1.37944 -0.33642 -0.88036 -0.287
O -1.93498 1.18082 1.76285 0.003
O 0.50110 0.48612 -0.61553 0.058
O -1.46413 0.10736 0.88026 -0.068
O -0.19510 0.05680 0.91396 -0.003
H 2.62276 -1.69572 -2.10855 0.002
H -2.87039 1.41258 1.55726 0.113
```

Output
Orbital gap (spin up / spin down) = 8.79 / 7.77 eV

--- Q ---
An isolated molecule of C2H2O4. Source: OMol25; level of theory: wB97M-V/def2-TZVPD.

The geometry in XYZ format:
```
8
Properties=species:S:1:pos:R:3:lowdin_charge:R:1
O -1.19592 -0.69492 0.92916 0.130
C -0.25262 0.05189 0.71185 -0.379
O 0.47605 0.79393 1.62918 0.079
C 0.10769 0.15527 -0.78273 -0.303
O 1.03300 0.78747 -1.37927 0.071
O -0.44744 -0.96000 -1.46309 0.048
H 0.02639 0.80989 2.57153 0.191
H 0.25286 -0.94353 -2.21663 0.163
```

Output
SMILES = O=C(O)C(=O)O
Orbital gap = 10.23 eV

Q comes first in stability; the runner-up is 984.4 kJ/mol higher.

--- P ---
The ion C6H7O with charge +1. Source: OMol25; level of theory: wB97M-V/def2-TZVPD.

The geometry in XYZ format:
```
14
Properties=species:S:1:pos:R:3:lowdin_charge:R:1
C 0.36745 -1.52653 0.84955 0.055
C -0.02373 -1.19935 2.15393 0.065
C 0.09084 -0.41699 0.01558 -0.124
C -0.49242 0.52459 0.96632 -0.209
C -0.86608 2.00741 0.73547 0.380
C 0.52176 -0.28716 -1.37000 0.029
O -0.62025 0.01423 2.16723 0.073
H 1.01821 -2.28985 0.62608 0.110
H -0.24391 -1.77951 3.13827 0.202
H -1.15616 2.52800 1.56110 0.056
H -0.83792 2.46875 -0.18699 0.067
H 1.15049 0.56900 -1.39119 0.110
H -0.32812 -0.08462 -1.88825 0.080
H 1.06176 -1.18941 -1.56467 0.106
```

Output
Net charge = +1
Orbital gap (spin up / spin down) = 8.05 / 8.08 eV

--- Q ---
The ion C6H7O with charge +1. Source: OMol25; level of theory: wB97M-V/def2-TZVPD.

The geometry in XYZ format:
```
14
Properties=species:S:1:pos:R:3:lowdin_charge:R:1
C 0.63563 0.72193 1.27398 -0.056
C 1.92407 0.59131 0.55624 0.006
C -0.58682 0.65876 0.81100 0.039
C 1.05691 -0.68150 -1.13625 -0.053
C 0.24808 -1.40505 -1.82718 0.157
C -1.93394 0.62861 0.41553 -0.073
O 1.94826 -0.29774 -0.41904 0.160
H 0.98924 0.93298 2.22247 0.101
H 2.83334 0.70187 1.13149 0.141
H -0.41999 -1.26305 -2.66358 0.112
H 0.23946 -2.35060 -1.27565 0.128
H -2.30665 -0.41804 0.57094 0.123
H -2.16054 0.89322 -0.68689 0.132
H -2.46704 1.28730 1.02694 0.082
```

Output
Net charge = +1
Orbital gap (spin up / spin down) = 7.75 / 6.22 eV

P comes first in stability; the runner-up is 476.2 kJ/mol higher.